1.
{"formula": "C7H14", "method": "wB97M-V/def2-TZVPD", "symbols": ["C", "C", "C", "C", "C", "C", "C", "H", "H", "H", "H", "H", "H", "H", "H", "H", "H", "H", "H", "H", "H"], "xyz": [[0.345, -0.425, 1.672], [-0.621, -0.504, 0.489], [0.016, -1.012, -0.837], [1.293, -1.842, -0.836], [0.112, 0.466, -1.272], [-0.976, 0.848, -0.263], [-0.905, 2.194, 0.445], [-0.133, 0.060, 2.529], [1.235, 0.160, 1.408], [0.702, -1.410, 2.012], [-1.607, -0.860, 0.759], [-0.742, -1.528, -1.439], [2.091, -1.360, -0.259], [1.131, -2.841, -0.415], [1.662, -1.971, -1.861], [-0.052, 0.699, -2.323], [1.066, 0.899, -0.950], [-1.972, 0.769, -0.751], [0.042, 2.300, 0.983], [-0.970, 3.028, -0.266], [-1.716, 2.331, 1.174]], "forces_ev_per_angstrom": [[-0.132, 0.216, -0.095], [-0.718, 0.850, -0.008], [-0.091, 0.052, -0.089], [-0.042, 0.028, 0.075], [0.247, 0.171, -0.340], [0.225, 0.091, 0.028], [0.126, -0.012, 0.046], [0.082, -0.006, -0.083], [-0.140, -0.075, 0.091], [-0.246, 0.206, -0.257], [0.174, -1.154, 0.412], [0.049, 0.104, 0.090], [-0.137, -0.059, -0.081], [0.003, 0.135, -0.045], [-0.081, 0.036, 0.174], [0.063, 0.064, -0.062], [0.036, -0.074, -0.127], [0.487, -0.256, 0.381], [-0.040, 0.019, -0.022], [0.007, -0.203, 0.051], [0.130, -0.133, -0.138]], "lowdin_charge": [-0.07, -0.28, -0.32, -0.08, -0.14, -0.33, -0.08, 0.08, 0.08, 0.08, 0.12, 0.14, 0.07, 0.08, 0.08, 0.11, 0.11, 0.14, 0.07, 0.08, 0.08], "multiplicity": 1, "smiles": "C[C@@H]1[C@H](C)C[C@@H]1C", "homo_ev": -9.82, "de_lowest_kcal_mol": 18.94, "homo_lumo_gap_ev": 10.964}

2.
{"formula": "C7H14AuN2OP", "method": "wB97M-V/def2-TZVPD", "symbols": ["C", "C", "C", "C", "C", "Au", "P", "H", "H", "H", "H", "H", "H", "H", "H", "C", "N", "C", "N", "O", "H", "H", "H", "H", "H", "H"], "xyz": [[0.868, -0.263, -3.046], [-0.541, -0.152, -3.451], [-1.050, 1.117, -2.939], [-0.058, 1.535, -1.949], [1.119, 0.683, -2.125], [-1.224, -0.153, -1.430], [-0.492, -2.287, -0.575], [1.554, -1.034, -3.414], [-1.032, -0.792, -4.184], [-1.927, 1.649, -3.283], [2.045, 0.800, -1.574], [-0.052, 2.468, -1.392], [0.681, -2.244, 0.215], [-0.113, -3.289, -1.494], [-1.365, -3.007, 0.273], [1.473, 0.951, 3.621], [0.129, 0.634, 3.237], [-0.197, 0.250, 1.955], [-1.513, -0.088, 1.828], [0.637, 0.218, 1.038], [2.054, 1.206, 2.726], [1.963, 0.100, 4.119], [1.476, 1.802, 4.314], [-0.612, 0.720, 3.920], [-1.799, -0.495, 0.950], [-2.021, -0.331, 2.659]], "forces_ev_per_angstrom": [[0.644, -0.678, -0.909], [0.306, 1.066, -1.346], [1.134, 1.260, -1.595], [0.833, 1.209, -1.820], [1.119, 0.772, 0.030], [-3.925, -3.470, 4.289], [0.312, -0.199, 0.280], [-0.355, 0.330, 0.318], [0.120, 0.336, 0.231], [0.169, -0.064, 0.156], [-0.183, 0.048, -0.051], [-0.195, -0.340, -0.026], [-0.127, -0.260, 0.041], [-0.067, -0.276, 0.099], [0.311, -0.032, -0.208], [0.608, 0.059, 0.205], [-0.426, -0.025, -0.327], [0.741, 0.012, 0.206], [0.285, 0.033, 0.327], [-0.856, 0.117, 0.782], [-0.225, -0.048, 0.279], [-0.043, 0.219, -0.119], [0.044, -0.153, -0.205], [0.283, -0.025, -0.247], [-0.362, 0.143, -0.335], [-0.145, -0.035, -0.054]], "mulliken_spin": [0.13, 0.33, -0.11, 0.42, 0.09, 0.71, 0.20, 0.01, 0.01, 0.03, 0.00, 0.02, 0.03, 0.02, -0.01, 0.00, -0.01, 0.09, 0.02, -0.04, 0.00, 0.00, 0.00, 0.00, 0.07, -0.02], "multiplicity": 3, "s_squared": 2.01, "homo_ev": [-4.06, -8.08], "de_lowest_kcal_mol": 13.71, "homo_lumo_gap_ev": [4.927, 7.002]}

3.
{"formula": "C7H14BNO3", "method": "wB97M-V/def2-TZVPD", "symbols": ["B", "C", "C", "C", "C", "C", "C", "C", "N", "O", "O", "O", "H", "H", "H", "H", "H", "H", "H", "H", "H", "H", "H", "H", "H", "H"], "xyz": [[1.230, -1.446, -0.248], [2.179, 1.015, -0.092], [-2.520, 0.573, -0.093], [-1.745, 0.192, 1.160], [-1.751, -0.173, -1.234], [-0.281, 0.395, 1.228], [-0.342, 0.576, -1.182], [0.497, -0.031, -0.016], [2.989, 0.632, 0.864], [2.149, 1.995, -0.716], [0.992, -2.148, -1.376], [2.081, -1.885, 0.709], [-3.680, 0.222, -0.034], [-2.613, 1.729, -0.409], [-2.168, 0.666, 2.042], [-2.022, -0.947, 1.228], [-1.784, -1.288, -0.920], [-2.141, -0.139, -2.336], [-0.186, 1.441, 1.311], [0.195, -0.079, 2.125], [0.185, 0.562, -2.082], [-0.511, 1.606, -1.054], [2.906, -0.224, 1.290], [3.593, 1.316, 1.350], [0.235, -1.859, -1.920], [2.512, -2.701, 0.405]], "forces_ev_per_angstrom": [[-2.570, 2.263, 0.141], [-4.481, -3.051, 1.575], [-2.570, 1.002, -2.233], [-2.475, -2.664, 0.647], [-0.144, 0.225, -0.926], [2.333, -1.185, 0.331], [-0.174, -3.309, 1.030], [1.936, 1.369, -1.485], [2.475, 2.599, 1.031], [0.413, 2.721, -1.968], [-0.077, -0.857, -1.029], [0.779, -1.289, 0.014], [2.764, 0.664, 0.126], [0.490, -2.412, 1.071], [-0.247, -0.027, 0.140], [0.660, 1.801, 0.291], [0.632, 1.627, -0.641], [0.187, 0.219, 2.154], [0.606, 1.541, 0.322], [-0.744, 0.422, -0.423], [0.877, -0.557, -1.715], [-0.362, 1.365, 0.635], [-0.489, -2.187, 0.917], [-0.414, -0.524, -0.909], [0.683, 0.031, 0.574], [-0.087, 0.213, 0.331]], "lowdin_charge": [-0.70, -0.43, -0.24, -0.24, -0.19, -0.19, -0.17, -0.13, 0.18, 0.11, 0.19, 0.16, 0.14, 0.14, 0.11, 0.15, 0.12, 0.13, 0.11, 0.14, 0.09, 0.09, 0.04, 0.14, 0.11, 0.13], "multiplicity": 1, "homo_ev": -8.24, "de_lowest_kcal_mol": 58.92, "homo_lumo_gap_ev": 8.699}

4.
{"formula": "C7H14BrN2S", "method": "wB97M-V/def2-TZVPD", "symbols": ["C", "C", "C", "C", "C", "C", "C", "N", "N", "S", "Br", "H", "H", "H", "H", "H", "H", "H", "H", "H", "H", "H", "H", "H", "H"], "xyz": [[-0.002, -1.359, 0.767], [-0.685, -0.182, 0.587], [-2.367, -2.195, 0.726], [-0.709, 2.299, 1.077], [0.210, 1.385, -1.083], [1.452, 1.065, 1.072], [0.062, 1.147, 0.427], [-2.005, -0.253, 0.578], [-0.339, -3.634, -1.369], [-0.902, -2.819, 0.863], [-3.348, 0.686, -0.192], [1.056, -1.435, 0.910], [-3.389, -2.454, 0.857], [-1.581, 2.592, 0.499], [-1.021, 2.046, 2.087], [-0.061, 3.171, 1.134], [0.804, 0.597, -1.542], [0.716, 2.332, -1.246], [-0.758, 1.425, -1.577], [1.383, 0.780, 2.119], [1.920, 2.044, 1.022], [2.101, 0.371, 0.545], [-0.652, -2.998, -2.096], [-0.770, -4.537, -1.523], [0.663, -3.754, -1.457]], "forces_ev_per_angstrom": [[-0.019, -0.877, 0.243], [0.059, 0.619, -0.176], [1.788, 4.529, -0.019], [-0.041, -0.014, -0.029], [-0.026, -0.045, 0.105], [-0.223, -0.061, -0.094], [0.078, 0.078, -0.167], [-1.186, -5.553, 0.637], [0.258, -0.212, -0.332], [-0.630, 1.472, 0.258], [-0.030, 0.365, -0.195], [0.173, -0.088, 0.041], [-0.491, -0.199, -0.016], [-0.022, 0.000, 0.042], [-0.040, 0.018, 0.119], [0.074, 0.035, -0.001], [0.057, -0.061, -0.062], [0.050, 0.131, -0.036], [-0.066, 0.039, -0.067], [0.048, -0.034, 0.119], [0.025, 0.082, -0.033], [0.106, -0.092, -0.013], [0.023, -0.028, -0.032], [-0.027, -0.078, -0.126], [0.062, -0.027, -0.165]], "lowdin_charge": [-0.31, -0.39, -0.22, -0.06, -0.03, -0.04, -0.54, -0.44, -0.03, 1.13, 0.88, 0.08, 0.05, 0.03, 0.10, 0.10, 0.09, 0.10, 0.07, 0.10, 0.10, 0.08, 0.06, 0.06, 0.06], "multiplicity": 1, "total_charge": 1, "homo_ev": -12.86, "homo_lumo_gap_ev": 8.391}